[1]
Entry from the Open Molecules 2025 dataset: a 12-piece molecular cluster, C26H76O12 overall in a non-equilibrium geometry (ωB97M-V with the def2-TZVPD basis set).

Each atom is followed by the atoms it is bonded to, with distances in Å.
Positions of all 114 atoms, in Å:
1 C 7.12945 4.25530 4.58245  O2 1.409, H3 1.090, H4 1.090, H5 1.090
2 O 6.66766 2.93337 4.42495  C1 1.409, H6 0.960
3 H 8.03954 4.34766 3.98974  C1 1.090
4 H 6.46404 5.00208 4.14926  C1 1.090
5 H 7.24596 4.53480 5.62954  C1 1.090
6 H 7.02211 2.34344 5.09424  O2 0.960
7 C -2.59228 -6.95796 -5.81324  O8 1.428, H9 1.090, H10 1.090, H11 1.090
8 O -2.37443 -8.30838 -6.22192  C7 1.428, H12 0.960
9 H -1.70573 -6.34042 -5.95735  C7 1.090
10 H -3.26612 -6.49738 -6.53567  C7 1.090
11 H -2.90535 -6.79641 -4.78174  C7 1.090
12 H -1.66747 -8.32419 -6.87120  O8 0.960
13 C 7.55939 0.56825 -7.22249  O14 1.393, H15 1.090, H16 1.090, H17 1.090
14 O 8.68685 0.38410 -6.42566  C13 1.393, H18 0.960
15 H 6.80966 1.20791 -6.75682  C13 1.090
16 H 7.74557 1.01112 -8.20091  C13 1.090
17 H 7.19219 -0.44554 -7.38217  C13 1.090
18 H 8.48265 0.03564 -5.55475  O14 0.960
19 C 5.24930 -5.70382 -5.62408  O20 1.457, H21 1.090, H22 1.090, H23 1.090
20 O 4.59381 -6.98951 -5.82140  C19 1.457, H24 0.960
21 H 4.45586 -5.06773 -6.01645  C19 1.090
22 H 5.62246 -5.52177 -4.61626  C19 1.090
23 H 6.07895 -5.62410 -6.32653  C19 1.090
24 H 5.28177 -7.64404 -5.68030  O20 0.960
25 C 8.02173 -2.20119 0.06075  O26 1.452, H27 1.090, H28 1.090, H29 1.090
26 O 7.77225 -1.70410 -1.28039  C25 1.452, H30 0.960
27 H 8.91675 -2.78010 0.28861  C25 1.090
28 H 8.01509 -1.60807 0.97522  C25 1.090
29 H 7.29047 -2.97211 0.30377  C25 1.090
30 H 6.81268 -1.69033 -1.30553  O26 0.960
31 C 1.68509 0.31662 -2.33422  C32 1.538, H35 1.090, H36 1.090, H37 1.090
32 C 1.04915 -0.15560 -1.01554  C31 1.538, C33 1.596, O34 1.375, H38 1.090
33 C -0.06573 -1.23811 -1.38148  C32 1.596, H39 1.090, H40 1.090, H41 1.090
34 O 2.20580 -0.64594 -0.45750  C32 1.375, H42 0.960
35 H 2.58760 0.92616 -2.28901  C31 1.090
36 H 1.05536 0.79340 -3.08537  C31 1.090
37 H 2.03146 -0.60040 -2.81088  C31 1.090
38 H 0.61683 0.67652 -0.45987  C32 1.090
39 H -0.25224 -1.73921 -0.43163  C33 1.090
40 H 0.45327 -1.86606 -2.10565  C33 1.090
41 H -0.85984 -0.68361 -1.88149  C33 1.090
42 H 2.75346 0.13090 -0.32262  O34 0.960
43 C 2.83450 0.49240 8.80562  C44 1.595, H47 1.090, H48 1.090, H49 1.090
44 C 1.35054 0.86008 8.35080  C43 1.595, C45 1.528, O46 1.444, H50 1.090
45 C 0.91898 2.28308 8.70337  C44 1.528, H51 1.090, H52 1.090, H53 1.090
46 O 1.31815 0.73015 6.91292  C44 1.444, H54 0.960
47 H 3.31022 -0.31572 8.24999  C43 1.090
48 H 2.90554 0.18404 9.84868  C43 1.090
49 H 3.46265 1.38074 8.73934  C43 1.090
50 H 0.78547 0.08807 8.87309  C44 1.090
51 H 1.64562 3.04784 8.42908  C45 1.090
52 H 0.79561 2.44486 9.77421  C45 1.090
53 H 0.00351 2.62431 8.22008  C45 1.090
54 H 1.95378 1.31473 6.49358  O46 0.960
55 C -8.33005 -2.55705 1.96530  C56 1.513, H59 1.090, H60 1.090, H61 1.090
56 C -9.68017 -3.08387 2.40130  C55 1.513, C57 1.512, O58 1.393, H62 1.090
57 C -10.53445 -3.46907 1.21440  C56 1.512, H63 1.090, H64 1.090, H65 1.090
58 O -9.52545 -4.12815 3.31059  C56 1.393, H66 0.960
59 H -7.66112 -3.29142 1.51660  C55 1.090
60 H -7.75659 -2.12419 2.78498  C55 1.090
61 H -8.54958 -1.76333 1.25122  C55 1.090
62 H -10.18379 -2.34718 3.02720  C56 1.090
63 H -11.41853 -4.04740 1.48282  C57 1.090
64 H -9.94908 -4.11888 0.56389  C57 1.090
65 H -10.82334 -2.59654 0.62844  C57 1.090
66 H -8.66275 -4.50180 3.11630  O58 0.960
67 C -3.12868 2.55207 -9.79571  C68 1.565, H71 1.090, H72 1.090, H73 1.090
68 C -1.79641 1.73594 -9.88963  C67 1.565, C69 1.571, O70 1.413, H74 1.090
69 C -2.13622 0.26047 -9.47036  C68 1.571, H75 1.090, H76 1.090, H77 1.090
70 O -1.37642 1.88927 -11.22972  C68 1.413, H78 0.960
71 H -3.97247 2.20539 -10.39230  C67 1.090
72 H -3.07226 3.59369 -10.11183  C67 1.090
73 H -3.59932 2.55476 -8.81255  C67 1.090
74 H -0.94215 2.15168 -9.35532  C68 1.090
75 H -2.92543 -0.25594 -10.01676  C69 1.090
76 H -2.52012 0.27671 -8.45033  C69 1.090
77 H -1.20262 -0.30032 -9.42559  C69 1.090
78 H -2.05413 2.51100 -11.50496  O70 0.960
79 C -4.23563 5.03009 3.16170  C80 1.583, H83 1.090, H84 1.090, H85 1.090
80 C -5.52620 4.56174 3.94998  C79 1.583, C81 1.553, O82 1.474, H86 1.090
81 C -5.85083 5.54807 5.10500  C80 1.553, H87 1.090, H88 1.090, H89 1.090
82 O -6.66453 4.65904 3.01842  C80 1.474, H90 0.960
83 H -4.52655 5.22884 2.13021  C79 1.090
84 H -3.44113 4.28408 3.17978  C79 1.090
85 H -3.66878 5.92097 3.43209  C79 1.090
86 H -5.40367 3.55051 4.33793  C80 1.090
87 H -6.83921 5.38113 5.53318  C81 1.090
88 H -5.70635 6.60581 4.88496  C81 1.090
89 H -5.19765 5.38320 5.96189  C81 1.090
90 H -7.52309 4.43949 3.38758  O82 0.960
91 C 2.77531 7.95006 -0.29548  C92 1.540, H95 1.090, H96 1.090, H97 1.090
92 C 1.81895 9.14451 -0.12369  C91 1.540, C93 1.574, O94 1.361, H98 1.090
93 C 2.05732 9.89256 1.24072  C92 1.574, H99 1.090, H100 1.090, H101 1.090
94 O 2.04831 10.02009 -1.14045  C92 1.361, H102 0.960
95 H 2.88129 7.29244 0.56731  C91 1.090
96 H 3.83549 8.20324 -0.29779  C91 1.090
97 H 2.62178 7.34123 -1.18646  C91 1.090
98 H 0.78130 8.82517 -0.22054  C92 1.090
99 H 1.47609 10.81388 1.20261  C93 1.090
100 H 3.09258 10.21556 1.35025  C93 1.090
101 H 1.63470 9.22003 1.98718  C93 1.090
102 H 3.00544 10.00678 -1.21339  O94 0.960
103 C -1.20249 -7.23639 4.87578  C104 1.536, H107 1.090, H108 1.090, H109 1.090
104 C -1.20029 -7.94551 3.51290  C103 1.536, C105 1.484, O106 1.430, H110 1.090
105 C 0.22186 -8.17669 3.15687  C104 1.484, H111 1.090, H112 1.090, H113 1.090
106 O -1.86244 -9.20583 3.64186  C104 1.430, H114 0.960
107 H -0.68523 -7.69106 5.72065  C103 1.090
108 H -2.23158 -7.10732 5.21107  C103 1.090
109 H -0.82955 -6.21301 4.83446  C103 1.090
110 H -1.62594 -7.19868 2.84268  C104 1.090
111 H 0.43824 -8.45863 2.12644  C105 1.090
112 H 0.72680 -8.91823 3.77595  C105 1.090
113 H 0.77203 -7.25882 3.36405  C105 1.090
114 H -1.35440 -9.75034 4.24768  O106 0.960

## Properties
LUMO energy in eV: 0.16
Energy relative to the best compared isomer or geometry (same formula, charge and spin) in kJ/mol: 628.0
Spin multiplicity: 1
SMILES: CC(C)O.CC(C)O.CC(C)O.CC(C)O.CC(C)O.CC(C)O.CC(C)O.CO.CO.CO.CO.CO
Electronic energy in Ha: -1938.76999
Frontier orbital gap in Eh: 0.37515
Highest occupied orbital energy in eV: -10.05

[2]
Entry from the Open Molecules 2025 dataset: a 13-piece molecular cluster, C26H77O13 overall in a non-equilibrium geometry (ωB97M-V with the def2-TZVPD basis set).

Each atom is followed by the atoms it is bonded to, with distances in Å.
Positions of all 116 atoms, in Å:
1 C -7.66667 -12.06856 24.81751  C2 1.502, H4 1.098, H5 1.098, H6 1.095
2 C -6.59038 -12.54096 23.88165  C1 1.502, O3 1.391, H7 1.105, H8 1.107
3 O -6.48879 -13.91496 23.69149  C2 1.391
4 H -8.69423 -12.16577 24.44262  C1 1.098
5 H -7.54109 -11.00036 25.03702  C1 1.098
6 H -7.68081 -12.60320 25.77301  C1 1.095
7 H -5.61319 -12.19153 24.26242  C2 1.105
8 H -6.70869 -12.02698 22.90850  C2 1.107
9 C -12.41992 -11.56676 23.37681  C10 1.517, H12 1.089, H13 1.090, H14 1.096
10 C -11.75185 -10.47520 24.19188  C9 1.517, O11 1.433, H15 1.093, H16 1.095
11 O -12.33260 -10.46872 25.50149  C10 1.433, H17 0.959
12 H -13.50840 -11.55503 23.39869  C9 1.089
13 H -12.09242 -12.56183 23.67974  C9 1.090
14 H -12.09882 -11.48860 22.33137  C9 1.096
15 H -11.87841 -9.50151 23.71113  C10 1.093
16 H -10.67942 -10.69498 24.21606  C10 1.095
17 H -12.52616 -9.56477 25.75786  O11 0.959
18 C -6.02771 -14.36350 18.79996  C19 1.513, H21 1.091, H22 1.099, H23 1.092
19 C -6.44144 -13.79734 20.14023  C18 1.513, O20 1.403, H24 1.097, H25 1.093
20 O -6.84866 -14.83284 20.99557  C19 1.403, H26 0.981
21 H -5.67167 -13.62371 18.08104  C18 1.091
22 H -6.86998 -14.82507 18.26559  C18 1.099
23 H -5.32897 -15.19535 18.91254  C18 1.092
24 H -7.27535 -13.11040 19.95107  C19 1.097
25 H -5.59343 -13.24093 20.54675  C19 1.093
26 H -6.61486 -14.55531 21.90651  O20 0.981
27 C -8.23425 -10.46870 28.29428  C28 1.521, H30 1.097, H31 1.089, H32 1.087
28 C -9.39713 -9.82178 29.03143  C27 1.521, O29 1.447, H33 1.093, H34 1.088
29 O -9.14459 -9.85673 30.45625  C28 1.447, H35 0.961
30 H -8.39071 -10.37580 27.21226  C27 1.097
31 H -8.23063 -11.53418 28.51766  C27 1.089
32 H -7.30519 -9.93324 28.47182  C27 1.087
33 H -10.32197 -10.38266 28.87420  C28 1.093
34 H -9.54612 -8.77097 28.79132  C28 1.088
35 H -9.30056 -10.75856 30.74972  O29 0.961
36 C -1.59998 -14.41089 23.48792  C37 1.523, H39 1.088, H40 1.095, H41 1.093
37 C -3.06582 -14.69915 23.78255  C36 1.523, O38 1.427, H42 1.097, H43 1.095
38 O -3.81909 -14.15145 22.70084  C37 1.427, H44 0.979
39 H -1.38026 -13.34609 23.45585  C36 1.088
40 H -1.37612 -14.78815 22.48455  C36 1.095
41 H -0.96493 -15.00919 24.14573  C36 1.093
42 H -3.40764 -14.23306 24.71439  C37 1.097
43 H -3.28587 -15.76642 23.88744  C37 1.095
44 H -4.72587 -13.96712 23.02076  O38 0.979
45 C -4.61965 -10.63178 27.51735  C46 1.515, H48 1.090, H49 1.095, H50 1.092
46 C -3.90703 -11.89430 27.07845  C45 1.515, O47 1.437, H51 1.101, H52 1.092
47 O -2.89295 -12.27588 28.02249  C46 1.437, H53 0.963
48 H -4.99374 -10.77700 28.53089  C45 1.090
49 H -5.43791 -10.44273 26.81508  C45 1.095
50 H -4.00123 -9.74018 27.39820  C45 1.092
51 H -3.39869 -11.63094 26.13820  C46 1.101
52 H -4.59537 -12.73206 26.94477  C46 1.092
53 H -2.74989 -13.21499 27.86587  O47 0.963
54 C -11.36181 -15.22250 23.16316  C55 1.524, H57 1.086, H58 1.094, H59 1.092
55 C -9.93904 -14.70634 22.98261  C54 1.524, O56 1.414, H60 1.098, H61 1.100
56 O -9.19140 -15.12670 24.10669  C55 1.414, H62 0.979
57 H -11.35137 -16.28330 23.39513  C54 1.086
58 H -11.92817 -15.01822 22.24940  C54 1.094
59 H -11.86937 -14.65724 23.94721  C54 1.092
60 H -9.88893 -13.62421 22.80586  C55 1.098
61 H -9.51313 -15.16777 22.07934  C55 1.100
62 H -8.31593 -14.68918 24.09535  O56 0.979
63 C -10.09086 -14.12040 28.17707  C64 1.514, H66 1.089, H67 1.091, H68 1.089
64 C -10.62232 -13.36934 26.97470  C63 1.514, O65 1.430, H69 1.093, H70 1.098
65 O -11.77585 -12.58981 27.29935  C64 1.430, H71 0.971
66 H -9.17138 -14.62228 27.87866  C63 1.089
67 H -10.83545 -14.86422 28.46288  C63 1.091
68 H -9.87830 -13.42374 28.98708  C63 1.089
69 H -10.90253 -13.99793 26.12527  C64 1.093
70 H -9.81891 -12.71724 26.60692  C64 1.098
71 H -11.90148 -11.94561 26.58360  O65 0.971
72 C -3.50009 -9.29008 24.14188  C73 1.520, H75 1.089, H76 1.093, H77 1.092
73 C -3.62728 -10.46802 23.19029  C72 1.520, O74 1.434, H78 1.094, H79 1.092
74 O -2.54994 -10.39384 22.24621  C73 1.434, H80 0.965
75 H -3.49799 -8.31684 23.65371  C72 1.089
76 H -2.55318 -9.39959 24.67639  C72 1.093
77 H -4.28959 -9.35497 24.89417  C72 1.092
78 H -4.56222 -10.42345 22.62410  C73 1.094
79 H -3.53965 -11.37821 23.78719  C73 1.092
80 H -2.44736 -11.27832 21.87427  O74 0.965
81 C -6.06046 -15.91660 28.23801  C82 1.510, H84 1.092, H85 1.092, H86 1.094
82 C -6.53684 -15.23466 26.97765  C81 1.510, O83 1.432, H87 1.098, H88 1.092
83 O -5.39069 -14.97498 26.16006  C82 1.432, H89 0.983
84 H -5.36408 -15.31090 28.82114  C81 1.092
85 H -5.52138 -16.84597 28.04545  C81 1.092
86 H -6.92591 -16.13029 28.87254  C81 1.094
87 H -6.94920 -14.25082 27.23846  C82 1.098
88 H -7.26708 -15.80324 26.39808  C82 1.092
89 H -5.73044 -14.65358 25.29490  O83 0.983
90 C -8.67722 -8.00859 24.48920  C91 1.516, H93 1.093, H94 1.092, H95 1.092
91 C -7.53287 -7.73424 25.44568  C90 1.516, O92 1.422, H96 1.095, H97 1.096
92 O -7.24762 -6.34419 25.34986  C91 1.422, H98 0.962
93 H -8.50785 -7.61265 23.48474  C90 1.093
94 H -9.59066 -7.51600 24.82963  C90 1.092
95 H -8.87895 -9.06685 24.31207  C90 1.092
96 H -6.69712 -8.39779 25.20175  C91 1.095
97 H -7.83771 -7.94537 26.47663  C91 1.096
98 H -6.41418 -6.15526 25.79089  O92 0.962
99 C -8.38870 -9.61108 20.75554  C100 1.521, H102 1.093, H103 1.092, H104 1.094
100 C -9.26387 -10.82922 21.00504  C99 1.521, O101 1.430, H105 1.096, H106 1.088
101 O -10.50938 -10.67895 20.31841  C100 1.430, H107 0.960
102 H -8.79462 -8.68379 21.16676  C99 1.093
103 H -8.26498 -9.45479 19.68157  C99 1.092
104 H -7.37853 -9.74167 21.15463  C99 1.094
105 H -9.42943 -10.97218 22.07902  C100 1.096
106 H -8.79209 -11.72787 20.61424  C100 1.088
107 H -10.83900 -9.78669 20.44772  O101 0.960
108 C -6.83037 -19.01933 23.21736  C109 1.520, H111 1.090, H112 1.092, H113 1.092
109 C -7.14539 -17.60489 23.67607  C108 1.520, O110 1.426, H114 1.094, H115 1.094
110 O -5.98153 -16.81560 23.43726  C109 1.426, H116 0.972
111 H -6.42379 -18.96952 22.20703  C108 1.090
112 H -7.74103 -19.62137 23.24937  C108 1.092
113 H -6.05568 -19.51697 23.80517  C108 1.092
114 H -7.47388 -17.55029 24.71771  C109 1.094
115 H -7.92468 -17.19030 23.03064  C109 1.094
116 H -6.22664 -15.87980 23.34024  O110 0.972

## Properties
Net charge: -1
LUMO energy in eV: 2.08
Energy relative to the best compared isomer or geometry (same formula, charge and spin) in kJ/mol: 58.6
Spin multiplicity: 1
Electronic energy in Ha: -2014.88243
Frontier orbital gap in Eh: 0.29381
Highest occupied orbital energy in eV: -5.92